[1]
39
Properties=species:S:1:pos:R:3 method="wB97M-V/def2-TZVPD" charge=0 relative_energy_kj_mol=115.6 largest_force_ha_per_bohr=0.027 orbital_gap_ha=0.3252
H 1.4800 2.8880 -0.9551
H 1.2926 -0.8331 1.4262
C -3.0392 -1.9936 0.5197
C -4.3224 1.9380 -0.6166
C -1.5618 -2.0060 0.2743
C 5.0334 1.2289 0.4238
N 2.2975 -1.7081 -0.7508
C -0.7064 -1.3277 1.2497
H -3.2339 -2.1788 1.5764
H -4.6314 2.9317 -0.9076
C 3.1993 -0.7065 -0.3461
O 1.4629 0.8819 -0.4241
C 0.9753 2.1943 -0.2762
H 2.5323 -2.2480 -1.5714
H 3.4042 2.6026 0.3766
H 5.7386 1.9861 0.7297
H -0.0820 2.1397 -0.5318
N -1.1061 -2.5467 -0.8064
O -1.0332 -0.8532 2.3173
H 6.4889 -0.3396 0.3545
C 3.7070 1.5783 0.2305
C 5.4536 -0.0714 0.2164
H -4.4036 2.3555 1.4809
C -3.6496 -0.2863 -1.2105
N 0.1759 -2.4656 -1.1468
N 0.6180 -1.2983 0.8293
H -3.6831 0.0956 2.1423
C -4.1953 1.6139 0.7231
C -4.0477 0.9846 -1.5836
C 4.5354 -1.0331 -0.1663
H -3.5095 -2.7588 -0.0970
H -3.4205 -1.0295 -1.9605
H -4.1409 1.2339 -2.6308
H 1.0780 2.5459 0.7548
C -3.5295 -0.6193 0.1331
C 0.9987 -1.8094 -0.3757
H 4.8448 -2.0541 -0.3301
C 2.7776 0.6266 -0.1687
C -3.7980 0.3415 1.0974

---

[2]
45
Properties=species:S:1:pos:R:3 method="wB97M-V/def2-TZVPD" charge=0 relative_energy_kj_mol=0.0 largest_force_ha_per_bohr=0.033 orbital_gap_ha=0.2946
H -0.1991 -2.7505 -0.2205
C 8.2793 -0.8086 0.4998
H 3.5505 2.3313 -0.8328
C 4.0419 1.4571 -0.4350
C -5.2566 1.0262 0.8892
O -1.9452 -4.3308 -0.2917
H -6.7021 1.8545 -2.1554
H -4.1476 -1.2820 0.3468
N 8.1683 0.9433 -0.7573
H -0.8125 1.4209 0.5917
H -5.8306 1.8180 1.3725
H 1.5665 -1.3238 -0.0376
C -0.8408 -1.9073 -0.0153
C -5.8272 0.7583 -0.5041
H 3.3098 -1.4173 1.2080
N 7.4124 0.0861 -0.0485
C 3.8848 -0.6559 0.7012
H -5.0503 0.3388 -1.1606
O 1.3106 1.7939 0.3177
C 5.2591 -0.7911 0.6453
H 5.7270 -1.6623 1.0759
N 1.0546 -0.4692 0.1331
C -2.5771 0.2147 0.5017
O -7.4047 2.5902 -0.3584
N -2.7393 -3.4215 -0.1788
S -3.5510 1.6398 0.8433
C 3.2630 0.4630 0.1540
C -0.3272 -0.6258 0.1865
H 6.0271 2.0821 -0.9694
H -7.1909 -0.4701 -1.1922
C -3.0945 -1.0586 0.3042
C 5.4125 1.3263 -0.5071
O -6.8857 -0.1638 -0.3312
H -7.9785 1.8545 -0.1005
H -5.5706 2.8117 -1.1635
C -1.1988 0.4265 0.4396
N 9.4881 -0.4909 0.1297
O -3.9429 -3.5441 -0.2461
H 8.0167 -1.6264 1.1338
C -6.3610 2.0594 -1.1276
C 6.0226 0.1974 0.0333
C 1.7871 0.6865 0.2173
C -2.2109 -2.0978 0.0445
N 9.3706 0.5870 -0.6408
H -5.3075 0.1301 1.5053

---

[3]
43
Properties=species:S:1:pos:R:3 method="wB97M-V/def2-TZVPD" charge=+1 s_squared=2.047 spin_multiplicity=3 relative_energy_kj_mol=0.0 largest_force_ha_per_bohr=0.019 orbital_gap_ha="0.2588 / 0.1817"
H 3.3501 0.8877 1.6714
H 2.4905 -0.3291 -4.2498
H 5.4078 -0.4780 1.3164
N 2.5733 0.4783 -0.1832
C -4.8848 1.0812 -2.1053
H -4.2882 2.6632 -3.4550
C 3.5177 0.3538 0.7447
H -5.0862 0.3517 -2.8906
C -1.5496 1.4034 -2.1665
C 4.6628 -0.3945 0.5386
H 0.7343 -0.5612 -4.2077
C -0.3829 -1.0577 2.3409
C -1.4732 -2.5966 3.9214
H 0.4055 1.8079 4.2523
O 0.7518 1.8347 2.3059
H 5.7098 -1.5983 -0.8972
Cl -1.6679 -2.0637 6.5517
C 1.5797 -0.0409 -2.3325
O 0.0775 -0.8966 1.2057
C 0.3531 1.2546 3.3013
H -1.2718 -2.9634 1.8266
N -2.6108 1.5720 -2.9588
H -3.7312 2.8801 -1.8029
H 3.9430 -1.3725 -2.6114
C -1.2162 -1.6781 4.9591
C -0.6122 -0.4381 4.6966
C 4.8214 -1.0179 -0.6870
H -4.4861 0.5575 -1.2358
C -3.8997 2.1396 -2.5824
H -5.8282 1.5487 -1.8223
H -1.9629 -3.5329 4.1501
N 0.5451 0.6193 -1.9493
C -0.2092 -0.0945 3.4326
C -1.1005 -2.2852 2.6515
C 1.6572 -0.7198 -3.6624
N -0.5352 0.7570 -2.7207
Au 0.5202 1.3090 0.0926
H -0.4743 0.2633 5.5112
S -1.6430 2.0450 -0.5349
C 3.8331 -0.8934 -1.6496
C 2.6971 -0.1483 -1.3672
H 1.8134 -1.7920 -3.5285
H -2.5307 1.1449 -3.8696

---

no.,energy (eV)
1,-27943.7105
2,-47898.4405
3,-55002.6226